i) C3H4N2S2 | the ωB97M-V functional and the def2-TZVPD basis

Summary:
Lowest unoccupied orbital energy in eV: -1.0125
HOMO-LUMO gap in eV: 8.287

Structure (ORCA input):
```
! RIJCOSX wB97M-V def2-TZVPD def2/J DEFGRID3
* xyz 0 1
C -0.2370 -0.6869 -0.7262
C -1.5525 -0.9967 -0.5842
C 0.0974 0.5067 -0.0773
N -0.8800 1.0819 0.5531
N 2.6225 1.4259 1.1664
S -2.2807 0.2108 0.4191
S 1.9546 1.5604 2.4679
H 0.5130 -1.3245 -1.1243
H -1.9367 -2.0012 -0.8194
H 1.0581 1.0480 0.0378
H 1.3741 3.0079 2.6823
*
```

ii) C3H4N2S2 | the ωB97M-V functional and the def2-TZVPD basis

Summary:
Lowest unoccupied orbital energy in eV: 0.7916
HOMO-LUMO gap in eV: 8.421

Structure (ORCA input):
```
! RIJCOSX wB97M-V def2-TZVPD def2/J DEFGRID3
* xyz 0 1
C 0.4714 -0.8914 0.7742
C 0.6710 -1.8844 -0.0911
C -0.0021 0.2212 0.0067
N -0.0234 0.0728 -1.3425
N -0.5942 1.4745 0.6047
S 0.3803 -1.4354 -1.6802
S -1.1883 2.6577 -0.3807
H 0.7499 -0.9652 1.7378
H 0.8286 -2.8705 0.2867
H -0.2594 1.6937 1.5233
H -1.0338 1.9270 -1.4389
*
```

iii) C3H4N2S2 | the ωB97M-V functional and the def2-TZVPD basis

Summary:
Lowest unoccupied orbital energy (alpha / beta) in eV: -0.1308 / -0.1315
HOMO-LUMO gap (alpha / beta) in eV: 7.591 / 7.590

Structure (ORCA input):
```
! RIJCOSX wB97M-V def2-TZVPD def2/J DEFGRID3
* xyz 0 1
C -1.4286 0.5312 1.2310
C -1.7943 -0.6072 -1.0806
C 0.4515 -0.3502 -0.4938
N -0.5390 -0.8138 -1.0302
N 2.6359 0.5712 -0.1016
S -2.6194 -0.0128 0.2896
S 1.6383 -0.6063 0.6020
H -2.0764 0.6032 2.2058
H -2.3400 -0.9956 -1.9110
H 3.5805 0.2254 -0.0082
H 2.4916 1.4550 0.2972
*
```

Ranked by calculated energy, most stable first: ii), i), iii).

i) C4H10NS | the ωB97M-V functional and the def2-TZVPD basis

Summary:
SMILES: CCNCC[S-]
Lowest unoccupied orbital energy in eV: 3.5578
HOMO-LUMO gap in eV: 5.808

Structure (ORCA input):
```
! RIJCOSX wB97M-V def2-TZVPD def2/J DEFGRID3
* xyz -1 1
C 0.4686 0.7096 -2.2672
C -0.0094 0.6600 -0.8310
N -0.2360 -0.7092 -0.3990
C -0.7144 -0.8819 0.9780
C 0.1311 -0.2924 2.1124
S -0.7429 -0.3937 3.6975
H 1.5507 0.5682 -2.3826
H 0.0313 -0.0661 -2.8910
H 0.2468 1.6633 -2.7606
H -0.9370 1.2144 -0.7443
H 0.6928 1.1970 -0.1833
H 0.6244 -1.2321 -0.5224
H -0.8524 -1.9421 1.1417
H -1.6762 -0.3821 1.0599
H 0.3452 0.7344 1.8310
H 1.0774 -0.8473 2.1608
*
```

ii) C4H10NS | the ωB97M-V functional and the def2-TZVPD basis

Summary:
Lowest unoccupied orbital energy in eV: 4.2746
HOMO-LUMO gap in eV: 6.811

Structure (ORCA input):
```
! RIJCOSX wB97M-V def2-TZVPD def2/J DEFGRID3
* xyz -1 1
C -0.7611 -3.2144 -1.1261
C 0.0260 -2.2784 -0.2110
S -0.4356 -0.5324 -0.4431
H -0.6201 -2.9137 -2.1648
H -1.8253 -3.1277 -0.9007
H -0.4654 -4.2672 -1.0143
H 1.0965 -2.3898 -0.4085
H -0.1430 -2.5765 0.8284
C 1.3931 2.5528 0.5390
C -0.8679 2.8926 0.8884
N 0.2911 3.3801 1.0175
H 2.0599 2.3335 1.3766
H 1.9794 3.1258 -0.1840
H 1.0673 1.6129 0.0827
H -1.7025 3.5018 1.2356
H -1.0924 1.9006 0.4843
*
```

Ranked by calculated energy, most stable first: i), ii).

i) C7H14OSSi | the ωB97M-V functional and the def2-TZVPD basis

Summary:
Lowest unoccupied orbital energy in eV: -0.3116
HOMO-LUMO gap in eV: 8.863

Structure (ORCA input):
```
! RIJCOSX wB97M-V def2-TZVPD def2/J DEFGRID3
* xyz 0 1
C 0.8058 0.4244 -0.4285
C -0.2269 0.2846 -3.1504
C -0.4876 -1.1161 -2.5748
C -0.6114 0.0682 -1.7126
C -0.7756 -1.6252 1.1527
C 1.6879 0.0740 2.3335
C -1.3133 1.4783 1.6124
O 2.8688 1.7071 -0.0444
Si 0.0377 0.1192 1.2688
S 2.0779 1.0652 -1.1593
H 0.8470 0.5202 -3.2996
H -0.8404 0.8205 -3.8745
H -1.3445 -1.6319 -2.8361
H 0.4683 -1.7973 -2.3366
H -1.5656 0.4398 -1.2840
H -1.3174 -1.7319 2.2005
H -1.5810 -1.9562 0.5057
H -0.0055 -2.4365 1.1782
H 2.1489 -0.8480 2.3444
H 2.2134 0.7632 1.7158
H 1.6520 0.2713 3.3345
H -1.2392 1.9680 0.6359
H -2.2951 1.0478 1.9420
H -1.2043 2.0912 2.4764
*
```

ii) C7H14OSSi | the ωB97M-V functional and the def2-TZVPD basis

Summary:
SMILES: CC1=C([Si](C)(C)O)SCC1
Lowest unoccupied orbital energy in eV: 0.6972
HOMO-LUMO gap in eV: 8.410

Structure (ORCA input):
```
! RIJCOSX wB97M-V def2-TZVPD def2/J DEFGRID3
* xyz 0 1
C -1.4737 -1.4364 -1.0961
C -0.8937 -1.0969 0.2170
C 0.0669 -0.2589 0.5445
Si 0.8072 1.1071 -0.6814
C 2.0042 2.0431 0.4286
C -0.5524 2.3379 -1.3624
O 1.3418 0.3328 -2.0641
S 0.5042 -0.2792 2.2278
C -0.3737 -1.9029 2.6097
C -1.3661 -1.9297 1.4115
H -2.5618 -1.2765 -1.1606
H -1.3326 -2.4601 -1.5462
H -1.1674 -0.8055 -1.8955
H 2.1424 3.0556 -0.0282
H 1.5433 2.1157 1.3715
H 2.9450 1.6916 0.6983
H -0.3049 3.3794 -1.4669
H -0.9219 1.9597 -2.2374
H -1.3137 2.2852 -0.6695
H 2.2649 0.3152 -2.2170
H -0.9143 -1.7537 3.4859
H 0.2988 -2.7929 2.6727
H -2.3548 -1.3869 1.7054
H -1.7013 -3.0211 1.2953
*
```

Ranked by calculated energy, most stable first: ii), i).

i) C5H11OP | the ωB97M-V functional and the def2-TZVPD basis

Summary:
SMILES: C1=CO1.CP(C)C
Lowest unoccupied orbital energy in eV: 1.1701
HOMO-LUMO gap in eV: 9.260

Structure (ORCA input):
```
! RIJCOSX wB97M-V def2-TZVPD def2/J DEFGRID3
* xyz 0 1
C -2.8674 -0.0137 -0.8335
C -3.7580 0.8778 -0.6744
O -2.4355 0.6985 0.2216
H -2.2030 -0.7983 -1.3763
H -4.5493 1.4803 -0.4985
C 0.1991 -1.4561 0.4430
P 0.6608 0.2242 -0.4118
C 1.0275 1.1657 1.1130
C 2.3217 -0.2081 -0.9849
H 0.2486 -2.1522 -0.3777
H 0.8454 -1.6951 1.2674
H -0.8467 -1.3310 0.7764
H 1.8200 0.6048 1.6499
H 1.3407 2.1617 1.0980
H 0.0782 1.2470 1.7379
H 2.5648 -0.0361 -1.9847
H 2.9847 0.4383 -0.4204
H 2.5684 -1.2078 -0.7447
*
```

ii) C5H11OP | the ωB97M-V functional and the def2-TZVPD basis

Summary:
SMILES: CC(C)PO.C#C
Lowest unoccupied orbital energy in eV: 0.7506
HOMO-LUMO gap in eV: 9.728

Structure (ORCA input):
```
! RIJCOSX wB97M-V def2-TZVPD def2/J DEFGRID3
* xyz 0 1
C -2.4002 0.5934 -0.7809
C -0.9903 0.6542 -0.1032
C 0.2097 1.0695 -1.0011
P -0.3045 -0.9683 0.4411
O -1.5061 -1.6629 1.2712
H -3.1029 0.2758 -0.0329
H -2.8854 1.5988 -1.1331
H -2.3765 -0.0852 -1.5852
H -0.8420 1.2875 0.7180
H 0.2881 0.4058 -1.8502
H 1.1133 0.8698 -0.2901
H 0.2813 2.1207 -1.1724
H -0.6494 -1.5817 -0.7941
H -1.0568 -2.1633 1.9846
C 3.9861 -0.5126 0.7169
C 3.1764 -0.8062 1.5329
H 4.6825 -0.1851 -0.1213
H 2.3770 -0.9103 2.1997
*
```

Ranked by calculated energy, most stable first: ii), i).

i) C4H12S | the ωB97M-V functional and the def2-TZVPD basis

Summary:
SMILES: CCC.CS
Lowest unoccupied orbital energy in eV: 0.9353
HOMO-LUMO gap in eV: 9.924

Structure (ORCA input):
```
! RIJCOSX wB97M-V def2-TZVPD def2/J DEFGRID3
* xyz 0 1
C 1.8087 0.9739 -1.3024
C 2.2602 0.1602 -0.1014
C 1.3904 -1.1042 0.0728
H 1.8016 0.4084 -2.2336
H 2.3727 1.9022 -1.4055
H 0.7714 1.3237 -1.2032
H 2.2336 0.7920 0.7809
H 3.2971 -0.1386 -0.2701
H 0.6785 -0.8996 0.8746
H 0.9311 -1.4422 -0.8500
H 1.9805 -1.9196 0.4892
C -3.5860 0.3419 1.0518
S -2.3027 -0.9282 1.1604
H -3.5748 0.8007 2.0322
H -3.4440 1.0031 0.2021
H -4.5460 -0.1266 0.8352
H -2.0723 -1.1472 -0.1330
*
```

ii) C4H12S | the ωB97M-V functional and the def2-TZVPD basis

Summary:
SMILES: CCC.CS
Lowest unoccupied orbital energy in eV: 0.9238
HOMO-LUMO gap in eV: 9.972

Structure (ORCA input):
```
! RIJCOSX wB97M-V def2-TZVPD def2/J DEFGRID3
* xyz 0 1
C -3.4165 -0.6470 1.7980
C -3.1693 0.8238 2.2029
C -1.8690 1.2937 1.7289
H -3.3369 -0.7322 0.7044
H -4.3080 -0.9585 2.2286
H -2.8290 -1.4676 2.1620
H -3.3861 0.7242 3.2074
H -4.0244 1.3823 1.9355
H -0.9740 0.6583 1.9838
H -1.8379 1.5938 0.6861
H -1.5504 2.1084 2.4034
C 4.8069 -0.5137 -3.4280
S 6.0209 -1.6500 -2.6931
H 4.2912 0.0980 -2.7160
H 5.3475 0.2590 -4.0328
H 4.1474 -0.9178 -4.2082
H 6.0877 -2.0546 -3.9626
*
```

Ranked by calculated energy, most stable first: i), ii).